The molecule C6H9N. Source: the OMol25 dataset; level of theory: ωB97M-V/def2-TZVPD.

Element x y z (Å)
C: -2.5801 1.0059 0.3644
C: -1.1478 1.2709 0.3665
C: 0.0563 1.2554 0.3469
C: 1.4662 0.8733 0.2589
C: 1.5751 -0.6220 -0.0704
C: 0.3914 -1.4994 -0.1977
N: 1.1031 -1.0424 -1.3877
H: -3.0903 1.4819 -0.4772
H: -3.0475 1.3187 1.2997
H: -2.7113 -0.0783 0.2701
H: 1.9741 1.0814 1.2097
H: 1.9800 1.4575 -0.5152
H: 2.4777 -1.1071 0.3037
H: -0.6023 -1.0769 -0.1013
H: 0.4702 -2.5381 0.1070
H: 1.6850 -1.7808 -1.7775

Calculated values
LUMO energy	1.085	eV
relative energy (zero: lowest compared OMol25 entry of this formula, charge and spin)	70.6	kcal per mole
SMILES	CC#CC[C@H]1CN1
HOMO energy	-9.2	eV
F_max	0.68	eV/Å

Löwdin atomic charge list, values in e, 4 entries:
1. C -0.10
2. C -0.10
3. C -0.05
4. C -0.16



A cluster of 10 separate species, C63H66F9NO4S in total at a distorted geometry. Source: the OMol25 dataset; level of theory: ωB97M-V/def2-TZVPD.

Element x y z (Å)
C: -2.8911 1.2429 0.8626
O: -3.1544 2.5796 1.2677
C: -2.8581 3.5242 0.2518
C: -1.4739 4.2135 0.4085
C: -0.3004 3.1912 0.6234
C: 1.0294 4.0225 0.6234
O: 1.6150 4.1201 -0.6807
S: 2.4285 2.7500 -1.1512
O: 2.7813 1.9135 0.0171
O: 1.2674 1.8281 -1.9463
C: 0.7423 2.5984 -3.0456
C: 0.5550 1.7629 -4.3327
C: -0.6947 0.8212 -4.2880
C: -0.7281 -0.1267 -3.0636
N: -1.2477 0.5246 -1.8344
H: -2.4559 1.1823 -0.1548
H: -3.7996 0.6086 0.9182
H: -2.1410 0.8027 1.5547
H: -2.9611 3.1200 -0.7772
H: -3.6345 4.3166 0.3259
H: -1.5385 4.9390 1.2375
H: -1.2525 4.7293 -0.5508
H: -0.4868 2.7317 1.6137
H: -0.3169 2.4226 -0.1693
H: 0.7324 5.0552 0.8981
H: 1.7329 3.7058 1.4135
H: -0.1773 3.1319 -2.7394
H: 1.5025 3.3805 -3.2894
H: 0.4110 2.4839 -5.1592
H: 1.4794 1.1874 -4.5306
H: -1.6061 1.4433 -4.3554
H: -0.6390 0.1935 -5.2031
H: -1.4506 -0.9342 -3.3130
H: 0.2399 -0.6337 -2.8947
H: -2.2210 0.2847 -1.7093
H: -0.7169 0.2278 -1.0265
F: -2.7054 -1.9254 -4.6612
C: -3.4721 -3.0140 -4.4472
C: -3.7720 -3.8487 -5.5081
C: -4.5575 -4.9720 -5.2849
C: -5.0404 -5.2406 -4.0090
C: -4.7347 -4.3900 -2.9531
C: -3.9405 -3.2713 -3.1715
H: -3.3928 -3.6182 -6.4957
H: -4.7932 -5.6374 -6.1054
H: -5.6560 -6.1152 -3.8382
H: -5.1136 -4.5973 -1.9632
H: -3.6840 -2.6014 -2.3601
F: -5.8897 -5.4167 -0.3116
C: -5.4744 -6.2471 0.6680
C: -4.6370 -7.2992 0.3475
C: -4.2048 -8.1525 1.3540
C: -4.6231 -7.9489 2.6643
C: -5.4690 -6.8890 2.9697
C: -5.8948 -6.0276 1.9669
H: -4.3283 -7.4447 -0.6787
H: -3.5431 -8.9755 1.1167
H: -4.2886 -8.6175 3.4475
H: -5.7974 -6.7332 3.9891
H: -6.5469 -5.1919 2.1866
F: 4.6997 -3.6242 2.1559
C: 4.5250 -2.3508 2.5605
C: 4.7455 -2.0271 3.8872
C: 4.5697 -0.7133 4.3026
C: 4.1668 0.2558 3.3900
C: 3.9441 -0.0847 2.0603
C: 4.1294 -1.3961 1.6408
H: 5.0511 -2.7977 4.5837
H: 4.7458 -0.4460 5.3367
H: 4.0264 1.2788 3.7169
H: 3.6260 0.6701 1.3498
H: 3.9693 -1.6796 0.6083
F: -3.7777 -8.2668 -2.7484
C: -4.4492 -9.4286 -2.8591
C: -5.7302 -9.5229 -2.3444
C: -6.4225 -10.7207 -2.4654
C: -5.8236 -11.8099 -3.0877
C: -4.5344 -11.7011 -3.5951
C: -3.8428 -10.5019 -3.4859
H: -6.1782 -8.6670 -1.8558
H: -7.4280 -10.8047 -2.0740
H: -6.3635 -12.7442 -3.1771
H: -4.0671 -12.5505 -4.0762
H: -2.8413 -10.3956 -3.8827
F: 0.8745 1.5335 -7.5436
C: -0.2463 1.5396 -8.2856
C: -1.4103 2.0516 -7.7435
C: -2.5687 2.0575 -8.5090
C: -2.5509 1.5446 -9.8011
C: -1.3735 1.0303 -10.3308
C: -0.2108 1.0313 -9.5714
H: -1.4050 2.4400 -6.7330
H: -3.4847 2.4620 -8.0983
H: -3.4563 1.5467 -10.3952
H: -1.3607 0.6274 -11.3353
H: 0.7175 0.6415 -9.9690
F: 4.6772 -0.0313 7.8193
C: 5.5737 0.8806 8.2389
C: 5.1812 1.8468 9.1474
C: 6.1090 2.7840 9.5824
C: 7.4115 2.7501 9.0974
C: 7.7894 1.7762 8.1813
C: 6.8672 0.8309 7.7518
H: 4.1604 1.8614 9.5072
H: 5.8163 3.5407 10.2988
H: 8.1324 3.4844 9.4348
H: 8.8028 1.7529 7.8007
H: 7.1453 0.0594 7.0448
F: 11.2533 3.0142 6.5427
C: 11.9903 2.4019 7.4864
C: 12.3161 3.0886 8.6423
C: 13.0725 2.4531 9.6183
C: 13.5016 1.1453 9.4236
C: 13.1703 0.4699 8.2554
C: 12.4054 1.0984 7.2816
H: 11.9793 4.1092 8.7724
H: 13.3276 2.9775 10.5300
H: 14.0947 0.6530 10.1841
H: 13.5078 -0.5470 8.1024
H: 12.1304 0.5852 6.3690
F: -5.4570 6.5272 3.6711
C: -6.0193 5.3305 3.4181
C: -7.3276 5.1031 3.8059
C: -7.9074 3.8697 3.5408
C: -7.1706 2.8784 2.9016
C: -5.8552 3.1203 2.5210
C: -5.2764 4.3560 2.7765
H: -7.8816 5.8851 4.3095
H: -8.9325 3.6812 3.8329
H: -7.6237 1.9156 2.6998
H: -5.2814 2.3501 2.0292
H: -4.2570 4.5650 2.4824
F: -1.1567 5.0872 -5.6305
C: -0.2457 6.0190 -5.2898
C: -0.5907 7.0039 -4.3818
C: 0.3520 7.9601 -4.0274
C: 1.6223 7.9265 -4.5907
C: 1.9531 6.9336 -5.5047
C: 1.0164 5.9696 -5.8538
H: -1.5874 7.0181 -3.9593
H: 0.0959 8.7312 -3.3125
H: 2.3545 8.6753 -4.3160
H: 2.9411 6.9096 -5.9460
H: 1.2590 5.1830 -6.5577

Calculated values
LUMO energy	0.576	eV
HOMO energy	-8.8	eV
F_max	2.37	eV/Å

Löwdin atomic charge list, values in e, 4 entries:
1. C -0.11
2. O -0.22
3. C -0.23
4. C -0.16



A cluster of 2 separate species, C3H6O2 in total. Source: the OMol25 dataset; level of theory: ωB97M-V/def2-TZVPD.

Element x y z (Å)
O: 2.1947 0.0117 -0.0896
C: 1.6148 -0.6806 0.8641
C: -0.9695 0.7145 0.1841
C: -1.2458 -0.4602 -0.7200
O: -2.1142 -1.2735 -0.5174
H: 2.6389 0.7703 0.3227
H: -0.3078 0.3960 1.0053
H: 1.1312 -1.5099 0.2909
H: -0.4595 1.5139 -0.3617
H: -1.9009 1.0726 0.6294
H: -0.5819 -0.5548 -1.6080

Calculated values
LUMO energy	0.389	eV
relative energy (zero: lowest compared OMol25 entry of this formula, charge and spin)	94.5	kcal per mole
HOMO energy	-9.3	eV
F_max	0.44	eV/Å

Löwdin atomic charge list, values in e, 4 entries:
1. O -0.06
2. C 0.00
3. C -0.07
4. C -0.34



A structure of composition C17H18BrCl2InNO4S. Source: the OMol25 dataset; level of theory: ωB97M-V/def2-TZVPD.

Element x y z (Å)
In: -1.8177 0.2383 -0.3947
Cl: -2.3404 -2.2963 1.3538
C: -1.5689 -3.3226 0.1368
Cl: -0.7396 -2.3502 -1.1107
H: -2.3298 -3.9175 -0.3525
H: -0.8169 -3.9309 0.6228
Br: -8.3803 0.5288 -1.9195
C: -6.5489 0.3861 -1.5015
C: -5.7426 1.5085 -1.5841
C: -4.3919 1.4057 -1.2788
C: -3.8608 0.1796 -0.8812
C: -4.6850 -0.9410 -0.8094
C: -6.0326 -0.8419 -1.1205
H: -6.1635 2.4566 -1.8889
H: -3.7672 2.2837 -1.3665
H: -4.2979 -1.9037 -0.5077
H: -6.6768 -1.7083 -1.0665
C: 6.3211 -2.3657 1.5662
C: 5.0083 -1.7109 1.2414
C: 4.0207 -1.5695 2.2151
C: 2.8086 -0.9688 1.9262
C: 2.5872 -0.5175 0.6297
C: 3.5495 -0.6405 -0.3664
C: 4.7502 -1.2487 -0.0483
S: 1.1486 0.3901 0.2813
O: 0.8103 0.3015 -1.1277
O: 0.0714 -0.1078 1.1446
N: 1.4580 1.9411 0.6440
C: 1.3984 3.0046 -0.3835
C: 0.0415 3.7430 -0.4169
C: -0.9908 2.6659 -0.5027
O: -1.3830 2.1361 0.5925
O: -1.2803 2.1164 -1.5959
H: 6.5534 -2.2819 2.6264
H: 7.1336 -1.9173 0.9962
H: 6.2913 -3.4281 1.3162
H: 4.2048 -1.9353 3.2175
H: 2.0432 -0.8694 2.6846
H: 3.3542 -0.2868 -1.3702
H: 5.5040 -1.3672 -0.8166
H: 1.0540 2.1810 1.5440
H: 1.5786 2.5392 -1.3493
H: 2.2068 3.7043 -0.1850
H: 0.0209 4.3947 -1.2874
H: -0.1034 4.3224 0.4934

Calculated values
charge	+1
LUMO energy	-3.433	eV
HOMO energy	-11.5	eV
F_max	0.70	eV/Å

Löwdin atomic charge list, values in e, 4 entries:
1. In 1.01
2. Cl 0.63
3. C -0.87
4. Cl 0.66



A structure of composition C5H6BiCl2O4RuS at a distorted geometry. Source: the OMol25 dataset; level of theory: ωB97M-V/def2-TZVPD.

Element x y z (Å)
Bi: 0.3130 -0.7870 -1.7225
Ru: -0.1718 1.1608 0.0334
Cl: -1.1788 -2.7872 -1.9126
Cl: -1.0908 3.1464 -0.7188
C: 1.4661 1.9092 -0.1292
C: 0.9736 -1.9929 -4.2361
C: 0.4800 1.0298 -3.7876
O: 2.5016 2.4367 -0.2875
O: 1.1829 -2.6517 -5.1338
O: 0.6658 1.8954 -4.5207
C: -1.0412 -1.6076 1.9382
S: 0.1943 -0.3643 1.6090
C: -0.4102 1.0447 2.5417
O: 1.4698 -0.8368 2.1622
H: -2.0490 -1.1726 1.8937
H: -0.8303 -1.9906 2.9478
H: -0.9319 -2.3962 1.1807
H: 0.3798 1.2900 3.2558
H: -0.5763 1.9175 1.8592
H: -1.3466 0.7566 3.0270

Calculated values
charge	+4
LUMO energy (alpha / beta)	-18.937 / -21.170	eV
multiplicity	6
relative energy (zero: lowest compared OMol25 entry of this formula, charge and spin)	116.0	kcal per mole
HOMO energy (alpha / beta)	-25.2 / -26.4	eV
<S²>	8.79
F_max	13.07	eV/Å

Löwdin atomic charge list, values in e, 4 entries:
1. Bi 1.35
2. Ru 0.64
3. Cl 0.20
4. Cl 0.61



A cluster of 2 separate species, C22H27NO5 in total at a distorted geometry. Source: the OMol25 dataset; level of theory: ωB97M-V/def2-TZVPD.

Element x y z (Å)
C: -3.1637 -3.2395 2.0673
C: -1.8501 -3.3354 1.3431
O: -1.2714 -2.0205 1.3746
C: -0.2037 -1.9007 0.5849
C: 0.4186 -0.5120 0.5532
C: -0.3012 0.6487 1.1563
O: 0.2340 1.7361 1.3535
O: -1.6239 0.5186 1.3593
C: -2.2255 1.7513 1.8561
C: -3.6290 1.3760 2.2561
C: 1.8757 -0.5044 0.7799
C: 2.6492 0.6954 0.7712
C: 3.9877 0.6746 1.0995
C: 4.6417 -0.5232 1.4456
O: 5.9686 -0.4544 1.7535
C: 6.7176 -1.6350 2.1624
C: 3.9016 -1.7361 1.4254
C: 2.5546 -1.7025 1.0781
O: 0.2094 -2.8349 -0.0955
H: -3.6121 -4.2363 2.0768
H: -3.0578 -2.8967 3.1034
H: -3.8487 -2.5687 1.5360
H: -1.1543 -4.0363 1.8263
H: -2.0024 -3.6148 0.2933
H: -1.6541 2.1348 2.7150
H: -2.2231 2.4990 1.0426
H: -4.2252 2.2781 2.4389
H: -4.1239 0.7842 1.4768
H: -3.6144 0.7932 3.1864
H: 2.1692 1.6605 0.6381
H: 4.5451 1.6086 1.1257
H: 7.7201 -1.2525 2.3166
H: 6.3283 -2.0517 3.0959
H: 6.7273 -2.4034 1.3841
H: 4.3331 -2.6847 1.6907
H: 2.0050 -2.6246 1.1324
C: -0.3521 -0.5514 -3.7508
N: -0.5827 0.2877 -2.5742
C: -1.2900 1.5057 -2.8111
C: -1.0977 2.2447 -3.9963
C: -1.7235 3.5057 -4.1192
C: -2.5934 3.9545 -3.1107
C: -2.8402 3.1657 -1.9642
C: -2.1520 1.9428 -1.8155
C: 0.1709 0.0984 -1.4476
H: -1.0302 -0.2253 -4.5557
H: 0.6913 -0.4710 -4.0760
H: -0.5519 -1.5908 -3.4975
H: -0.4774 1.8507 -4.8151
H: -1.5366 4.1083 -5.0206
H: -3.0881 4.9225 -3.1957
H: -3.5702 3.4680 -1.1888
H: -2.3533 1.2792 -0.9611
H: 0.6012 1.0224 -1.0564
H: 0.5737 -0.9088 -1.4467

Calculated values
LUMO energy	0.166	eV
relative energy (zero: lowest compared OMol25 entry of this formula, charge and spin)	99.8	kcal per mole
HOMO energy	-7.1	eV
F_max	2.71	eV/Å

Löwdin atomic charge list, values in e, 4 entries:
1. C -0.07
2. C -0.22
3. O 0.01
4. C -0.45



A cluster of 3 separate species, C28H56N3O4 in total at a distorted geometry. Source: the OMol25 dataset; level of theory: ωB97M-V/def2-TZVPD.

Element x y z (Å)
C: -0.9943 0.0448 2.1773
C: -2.2038 0.0918 1.0916
C: -2.4135 1.6397 0.7388
C: -3.4640 -0.6247 1.7843
C: -4.7834 0.2677 1.8774
C: -3.7229 -1.9926 0.9566
O: -2.5699 -2.8517 1.2177
C: -2.1973 -3.5511 0.0278
C: -0.6733 -3.2102 -0.4048
C: -0.6118 -2.1520 -1.6188
C: -0.3296 -2.8458 -3.0417
N: -1.4368 -2.7610 -4.0423
O: 0.7621 -3.3979 -3.2930
H: -1.0281 -0.9544 2.7214
H: 0.0359 0.1132 1.6753
H: -1.1459 0.8525 2.9826
H: -1.8707 -0.4936 0.1755
H: -2.2383 2.2352 1.6928
H: -1.5655 1.9211 0.0076
H: -3.3817 1.8845 0.1980
H: -3.1613 -0.9224 2.8393
H: -5.6292 -0.3990 2.2941
H: -4.7099 1.1531 2.5839
H: -5.1433 0.5809 0.8330
H: -4.7138 -2.4808 1.2776
H: -3.6983 -1.7392 -0.1544
H: -2.1714 -4.6842 0.2516
H: -0.1281 -4.1537 -0.7499
H: -0.1422 -2.7092 0.4839
H: 0.1469 -1.3149 -1.4298
H: -1.6365 -1.6340 -1.6486
H: -2.2965 -2.8838 -3.4812
H: -1.4649 -1.7826 -4.3702
C: 5.5367 -1.7479 -6.0087
C: 4.1317 -1.2701 -6.4716
C: 3.0124 -1.9168 -5.6225
C: 2.7335 -3.3779 -5.9533
C: 2.5144 -3.5582 -7.4512
C: 3.6740 -2.9837 -8.2884
N: 3.9865 -1.5650 -7.9294
O: 2.9997 -0.7807 -8.4186
C: 4.9162 -3.8869 -8.0999
C: 3.3394 -3.1437 -9.7900
C: 4.1275 0.2449 -6.1385
H: 6.2131 -1.8813 -6.8571
H: 6.0327 -1.0161 -5.3660
H: 5.4970 -2.6812 -5.4443
H: 2.0785 -1.3602 -5.7682
H: 3.2524 -1.8303 -4.5577
H: 3.5512 -4.0153 -5.6025
H: 1.8415 -3.7076 -5.4141
H: 2.3846 -4.6266 -7.6673
H: 1.5699 -3.0784 -7.7321
H: 5.7776 -3.4921 -8.6488
H: 4.7215 -4.8952 -8.4808
H: 5.2077 -4.0228 -7.0603
H: 2.4132 -2.6404 -10.0764
H: 3.2098 -4.1994 -10.0462
H: 4.1491 -2.7531 -10.4147
H: 4.8898 0.7818 -6.7102
H: 4.3410 0.3982 -5.0760
H: 3.1590 0.7155 -6.3236
C: 0.3117 4.9062 6.5743
C: -1.0362 4.4449 5.9505
C: -2.2275 5.2285 6.5542
C: -2.6163 4.7969 7.9619
C: -2.8096 3.2876 8.0240
C: -1.5836 2.5156 7.4927
N: -1.1636 2.9701 6.1340
O: -2.1094 2.4987 5.2060
C: -0.4256 2.6695 8.5092
C: -1.8920 1.0018 7.5258
C: -0.9262 4.8775 4.4661
H: 0.9962 4.0647 6.7083
H: 0.8504 5.6084 5.9296
H: 0.1799 5.4067 7.5370
H: -3.1078 5.1004 5.9130
H: -2.0087 6.3041 6.5566
H: -1.8625 5.1217 8.6874
H: -3.5484 5.2954 8.2515
H: -3.0213 2.9970 9.0638
H: -3.7034 3.0199 7.4497
H: 0.4793 2.1658 8.1532
H: -0.6928 2.2182 9.4733
H: -0.1734 3.7045 8.7359
H: -2.7656 0.7329 6.9277
H: -2.1027 0.6714 8.5499
H: -1.0364 0.4213 7.1645
H: -0.1071 4.3586 3.9590
H: -0.7293 5.9545 4.3987
H: -1.8483 4.7020 3.9066

Calculated values
charge	-1
LUMO energy (alpha / beta)	1.969 / 0.975	eV
multiplicity	3
HOMO energy (alpha / beta)	-1.8 / -1.8	eV
<S²>	2.01
F_max	4.71	eV/Å

Löwdin atomic charge list, values in e, 4 entries:
1. C -0.09
2. C -0.34
3. C -0.09
4. C -0.29



A structure of composition C34H39AsFeN9S3. Source: the OMol25 dataset; level of theory: ωB97M-V/def2-TZVPD.

Element x y z (Å)
Fe: 0.4362 0.3921 0.0393
C: 4.3870 0.2553 4.2181
S: 2.6001 0.4859 4.2777
C: 2.1655 0.4069 2.6179
S: 0.4439 0.5503 2.3275
N: 3.0819 0.2459 1.7014
N: 2.5387 0.1476 0.4497
C: 3.2933 0.1025 -0.5713
C: 2.6188 0.0506 -1.8842
C: 3.3192 0.0016 -3.0707
C: 2.6144 0.0227 -4.2669
C: 1.2319 0.0774 -4.2333
C: 0.5962 0.1102 -3.0054
N: 1.2718 0.0954 -1.8518
H: 4.7398 0.4396 5.2305
H: 4.8345 0.9640 3.5278
H: 4.6271 -0.7621 3.9205
H: 4.3763 0.1200 -0.4787
H: 4.4000 -0.0408 -3.0472
H: 3.1389 -0.0003 -5.2130
H: 0.6493 0.1011 -5.1432
H: -0.4827 0.1482 -2.9232
C: -2.0414 6.6357 -0.6270
C: -1.1301 6.4093 0.5768
C: -1.7243 5.3967 1.5542
C: 0.2977 6.0328 0.1693
N: 0.4704 4.5965 -0.1243
C: 1.3244 3.7382 0.4163
N: 1.1243 2.5535 -0.1220
N: 0.1040 2.7262 -0.9985
N: -0.2924 3.9416 -1.0062
H: -3.0269 6.9607 -0.2919
H: -2.1599 5.7236 -1.2125
H: -1.6452 7.4132 -1.2819
H: -1.0221 7.3614 1.1027
H: -1.9845 4.4628 1.0491
H: -2.6364 5.7987 1.9948
H: -1.0400 5.1678 2.3752
H: 0.9913 6.2480 0.9807
H: 0.6157 6.5879 -0.7120
H: 2.0558 3.9825 1.1689
C: -5.5193 0.3754 1.7567
N: -4.1523 0.2140 1.2529
C: -3.5323 0.8074 0.2453
S: -1.9383 0.2419 -0.1320
N: -4.0271 1.7840 -0.5031
C: -5.3598 2.3952 -0.5281
H: -5.7257 -0.4739 2.4008
H: -6.2409 0.3689 0.9452
H: -5.6247 1.2863 2.3434
H: -3.5724 -0.4557 1.7349
H: -3.4022 2.0641 -1.2426
H: -5.7597 2.5179 0.4711
H: -6.0509 1.8114 -1.1343
H: -5.2544 3.3817 -0.9708
C: -1.3386 -4.4629 3.7356
C: -0.1820 -3.7102 3.8975
C: 0.3582 -3.0306 2.8174
C: -0.2503 -3.1219 1.5695
C: -1.4014 -3.8813 1.4010
C: -1.9437 -4.5521 2.4906
As: 0.5344 -2.1722 0.0871
C: -0.1482 -3.0093 -1.5039
C: -1.4084 -2.8843 -2.0684
C: -1.6900 -3.5593 -3.2497
C: -0.7084 -4.3333 -3.8578
C: 0.5568 -4.4411 -3.2982
C: 0.8509 -3.7721 -2.1163
C: 2.1516 -3.8063 -1.4054
C: 3.2732 -4.5241 -1.8040
C: 4.4192 -4.5047 -1.0229
C: 4.4589 -3.7771 0.1619
C: 3.3494 -3.0468 0.5653
C: 2.2091 -3.0668 -0.2218
H: -1.7663 -4.9832 4.5824
H: 0.3000 -3.6554 4.8646
H: 1.2540 -2.4350 2.9542
H: -1.8617 -3.9732 0.4256
H: -2.8328 -5.1557 2.3616
H: -2.1653 -2.2748 -1.5911
H: -2.6738 -3.4869 -3.6941
H: -0.9325 -4.8600 -4.7760
H: 1.3066 -5.0507 -3.7859
H: 3.2563 -5.1074 -2.7155
H: 5.2876 -5.0696 -1.3348
H: 5.3523 -3.7839 0.7720
H: 3.3826 -2.4775 1.4868

Calculated values
charge	+2
LUMO energy (alpha / beta)	-5.625 / -6.420	eV
multiplicity	6
relative energy (zero: lowest compared OMol25 entry of this formula, charge and spin)	18.1	kcal per mole
HOMO energy (alpha / beta)	-13.0 / -13.0	eV
<S²>	8.77
F_max	0.84	eV/Å

Löwdin atomic charge list, values in e, 4 entries:
1. Fe 0.27
2. C -0.36
3. S 0.90
4. C -1.09